1.
DFT (ωB97M-V with the def2-TZVPD basis set) results for a 2-piece molecular cluster, C21H18Br2N3 overall in a non-equilibrium geometry.

F_max: 2.41 eV/A
energy: -166615.8702 eV
energy above the lowest of the compared OMol25 structures with the same formula, charge and spin: 143.8 kJ/mol

Geometry as ORCA input:
```
! wB97M-V def2-TZVPD RIJCOSX def2/J DEFGRID3
* xyz 1 1
C 3.652 2.547 1.401
N 2.522 1.677 1.705
C 1.215 2.054 1.902
C 0.494 0.947 2.472
C -0.869 0.754 2.919
C -2.075 0.890 2.070
C -2.158 0.471 0.692
C -3.392 -0.002 0.200
C -4.566 0.226 0.947
C -4.512 0.846 2.204
C -3.281 1.180 2.768
C 1.512 -0.107 2.684
C 1.545 -1.355 3.299
C 2.488 -2.291 2.839
C 3.652 -1.869 2.149
C 3.807 -0.492 1.877
C 2.706 0.342 2.087
H 4.561 1.944 1.252
H 3.441 3.146 0.508
H 3.820 3.239 2.241
H 0.906 3.102 1.750
H -1.018 0.821 3.998
H -1.230 0.330 0.114
H -3.434 -0.596 -0.726
H -5.543 -0.019 0.502
H -5.425 1.049 2.778
H -3.201 1.520 3.809
H 0.832 -1.540 4.109
H 2.287 -3.362 2.951
H 4.410 -2.610 1.843
H 4.695 -0.069 1.412
Br -0.401 -4.328 0.766
C -1.424 -3.241 1.976
C -2.360 -3.866 2.838
N -2.574 -5.188 2.781
C -2.945 -3.023 3.825
Br -4.144 -3.839 5.142
C -2.524 -1.695 3.950
N -1.459 -1.220 3.272
C -1.090 -1.904 2.170
H -3.203 -5.632 3.438
H -2.068 -5.730 2.088
H -3.030 -1.007 4.636
H -0.468 -1.384 1.441
*
```

2.
DFT (ωB97M-V with the def2-TZVPD basis set) results for one molecule with the formula C21H18BrCl2N3O4S in a non-equilibrium geometry.

structure (SMILES): C[C@@]1(Cc2ccc(Br)cc2)C(=O)N(c2cc(Cl)cc(Cl)c2)c2ncc(S(=O)(=O)CCO)n21
F_max: 3.25 eV/A
energy: -140651.0020 eV
energy above the lowest of the compared OMol25 structures with the same formula, charge and spin: 32.2 kJ/mol

Geometry as ORCA input:
```
! wB97M-V def2-TZVPD RIJCOSX def2/J DEFGRID3
* xyz 0 1
C -0.673 -2.679 -0.887
C 0.294 -1.549 -0.433
C 0.976 -1.793 0.928
C 0.212 -1.319 2.162
C 0.617 -0.217 2.889
C 0.005 0.135 4.091
C -1.084 -0.611 4.572
Br -1.986 -0.133 6.192
C -1.483 -1.718 3.863
C -0.851 -2.093 2.682
C 1.459 -1.392 -1.481
O 2.260 -2.275 -1.718
N 1.610 -0.107 -1.965
C 2.548 0.374 -2.931
C 2.182 1.231 -3.986
C 3.068 1.687 -4.973
Cl 2.507 2.727 -6.330
C 4.418 1.298 -4.883
C 4.866 0.482 -3.811
Cl 6.585 0.127 -3.648
C 3.906 -0.035 -2.888
C 0.466 0.551 -1.513
N -0.124 1.684 -1.834
C -1.373 1.602 -1.167
C -1.528 0.443 -0.459
S -3.108 0.105 0.369
O -3.323 -1.316 0.707
O -4.246 0.647 -0.380
C -2.922 1.020 1.930
C -3.279 2.464 1.800
O -2.754 3.150 2.969
N -0.307 -0.214 -0.670
H -1.104 -2.458 -1.864
H -0.116 -3.634 -0.981
H -1.503 -2.802 -0.248
H 1.980 -1.274 0.945
H 1.209 -2.868 1.081
H 1.472 0.335 2.516
H 0.327 1.042 4.591
H -2.299 -2.324 4.239
H -1.255 -2.980 2.166
H 1.143 1.519 -4.111
H 5.149 1.617 -5.604
H 4.221 -0.658 -2.057
H -2.186 2.328 -1.240
H -1.891 0.893 2.258
H -3.614 0.554 2.671
H -4.382 2.631 1.752
H -2.843 2.903 0.907
H -3.244 2.899 3.784
*
```

The lowest energy belongs to which entry? C21H18Br2N3